Record 1
ORCA calculation (the ωB97M-V functional and the def2-TZVPD basis) on a structure of composition C13H4Cl5CuNO4 at a distorted geometry.

Results
Total charge: -1
Orbital gap in eV: 7.119
E_LUMO in eV: 1.649
Highest occupied orbital energy in eV: -5.471
E_tot in a.u.: -4794.99413

Last column: Löwdin charge in e.
Cartesian coordinates (Å):
Cu (-1.9638, 0.6721, 0.1578)  0.4313
Cl (0.3569, 2.4349, -0.3769)  0.6608
Cl (-4.9597, 2.2772, 0.2048)  0.6259
Cl (-5.1372, 5.3096, -0.7035)  0.6371
Cl (0.2387, 5.4253, -1.1693)  0.6578
Cl (-2.5237, 6.8307, -1.6091)  0.6228
O (-0.8894, -1.3094, 2.3871)  0.0338
O (-1.3925, -1.1294, 0.1918)  -0.1570
O (4.1146, -4.8635, -1.3615)  0.0430
O (5.0919, -4.2305, 0.4613)  0.0569
N (4.1290, -4.2606, -0.2904)  -0.3432
C (1.8201, -3.6261, -0.7572)  0.0016
C (-0.6734, -1.5198, 1.2036)  -0.6111
C (-2.3422, 2.4937, -0.1915)  -0.2887
C (2.9103, -3.5037, 0.0583)  -0.1682
C (1.7530, -2.1752, 1.5919)  -0.0085
C (-1.2051, 4.5692, -0.8291)  -0.7394
C (2.9343, -2.7881, 1.2501)  0.0135
C (0.6514, -2.9680, -0.3699)  0.0060
C (-3.5294, 3.1848, -0.2125)  -0.7204
C (0.6033, -2.2630, 0.8290)  -0.1090
C (-3.5962, 4.5254, -0.6086)  -0.7042
C (-2.4420, 5.2055, -0.9673)  -0.6910
C (-1.1746, 3.2352, -0.5177)  -0.7095
H (1.9793, -4.1719, -1.6953)  0.1222
H (-0.2763, -3.0229, -0.9528)  0.1247
H (3.8475, -2.7061, 1.8075)  0.1129
H (1.6750, -1.6253, 2.4696)  0.0998

Record 2
ORCA calculation (the ωB97M-V functional and the def2-TZVPD basis) on a cluster of 2 separate species, C6H6Si in total at a distorted geometry.

Results
Orbital gap (spin up / spin down) in eV: 8.028 / 7.263
E_LUMO (spin up / spin down) in eV: -0.755 / -0.090
Highest occupied orbital energy (spin up / spin down) in eV: -8.784 / -7.353
E_tot in a.u.: -521.43253

Last column: Löwdin charge in e.
Cartesian coordinates (Å):
Si (1.3439, 0.2382, -0.9713)  0.6697
C (0.6271, 1.6219, -0.0277)  -0.3081
C (-2.4789, -0.2971, 0.1137)  -0.1348
C (-1.7986, -1.0376, -0.7046)  -0.0058
C (2.3408, -0.8711, 0.0851)  -0.3041
C (-0.0268, 2.4022, 0.6236)  0.0247
C (2.8934, -1.6192, 0.8512)  0.0312
H (3.3986, -2.2673, 1.5089)  0.0157
H (-0.5002, 3.1561, 1.1823)  0.0189
H (-3.5360, -0.4507, 0.3488)  0.0527
H (1.8089, 0.4661, -2.3275)  -0.0787
H (-2.0415, -1.8889, -1.3066)  0.0077
H (-2.0307, 0.5476, 0.6240)  0.0108

Record 3
ORCA calculation (the ωB97M-V functional and the def2-TZVPD basis) on a structure of composition C9H15F3NNaO2PS at a distorted geometry.

Results
Total charge: +1
Orbital gap in eV: 7.288
E_LUMO in eV: -4.845
Highest occupied orbital energy in eV: -12.133
E_tot in a.u.: -1758.24619

Last column: Löwdin charge in e.
Cartesian coordinates (Å):
S (-1.3836, 2.6421, 0.4589)  0.1936
P (0.3280, 1.7140, 0.3363)  0.4415
Na (2.5297, 4.2487, -0.7120)  0.7509
F (3.4137, 0.6632, 1.4065)  0.1760
F (3.8598, 2.7990, 0.9318)  0.1280
F (4.7170, 0.5083, -1.3068)  0.1181
O (-1.4961, -1.0698, -2.3978)  0.1240
O (-0.0441, -0.6524, -0.6944)  -0.0589
N (-2.1325, -1.5942, -0.2671)  0.1132
C (0.3058, 0.6318, -1.1836)  -0.4453
C (3.6660, 1.5601, 0.4838)  -0.3112
C (2.6589, 1.6027, -1.8702)  -0.1461
C (1.6274, 0.4656, -1.9789)  -0.1042
C (3.6980, 1.2551, -0.8563)  -0.2213
C (-1.2626, -1.0870, -1.2085)  -0.5149
C (-3.0935, -1.6331, 1.9699)  -0.2198
C (-1.8342, -1.3131, 1.1487)  -0.2180
C (-3.2932, -3.1612, 2.0684)  -0.0904
H (0.5894, 0.9596, 1.4958)  0.0184
H (1.3268, 2.7241, 0.2847)  -0.0765
H (-3.0697, -1.3028, -0.5063)  0.1498
H (-2.8939, -1.2320, 2.9601)  0.1055
H (-3.4662, -3.4915, 3.0890)  0.0692
H (-3.9377, -1.1214, 1.5158)  0.1067
H (-1.6099, -0.2617, 1.3381)  0.0643
H (-0.4449, 1.0312, -1.8589)  0.1187
H (1.3425, 0.4247, -3.0289)  0.1327
H (2.0662, -0.5038, -1.7689)  0.1408
H (2.2221, 2.5954, -1.7232)  0.0609
H (3.1751, 1.6505, -2.8302)  0.1335
H (-4.1627, -3.4498, 1.4859)  0.0710
H (-2.4000, -3.6801, 1.7363)  0.0683
H (-1.0014, -1.9224, 1.4819)  0.1214

Record 4
ORCA calculation (the ωB97M-V functional and the def2-TZVPD basis) on the molecule C14H14F4N2O4 at a distorted geometry.

Results
Orbital gap in eV: 8.516
E_LUMO in eV: 0.425
Highest occupied orbital energy in eV: -8.091
E_tot in a.u.: -1351.80482

Last column: Löwdin charge in e.
Cartesian coordinates (Å):
F (3.3527, 2.4342, 1.7358)  0.0888
F (3.1133, 2.2428, -0.4088)  0.0889
F (3.5274, -3.2838, 0.2321)  0.0709
F (4.9119, -1.9479, -0.7599)  0.0746
O (-0.4331, 1.8185, 0.0121)  0.1098
O (-5.9971, -0.8055, 1.1037)  -0.0891
O (1.0931, 0.6109, 2.0541)  0.0753
O (-1.8646, 0.8376, -2.1728)  -0.0264
N (1.2054, 0.3322, -0.2987)  0.0139
N (1.7721, -0.7221, -0.9199)  0.1985
C (-2.8143, 0.3698, -1.2962)  -0.2638
C (-2.5854, -0.5426, -0.2800)  -0.0135
C (-5.1359, 0.4517, -0.6737)  0.0045
C (2.7815, -1.1192, -0.2513)  -0.1665
C (3.6045, -2.2882, -0.6852)  -0.3410
C (-0.5406, 0.4372, -1.9856)  -0.1107
C (-4.1058, 0.8630, -1.4851)  0.0073
C (-4.9086, -0.4660, 0.3551)  -0.2825
C (3.0460, -0.3342, 1.0014)  0.0258
C (2.4552, 2.1485, 0.7706)  -0.3150
C (0.0418, 0.9433, -0.6778)  -0.3912
C (-3.6253, -0.9568, 0.5419)  -0.0135
C (-5.8260, -1.7200, 2.1581)  -0.0945
C (1.9166, 0.7080, 0.9537)  -0.3895
H (-1.6020, -0.9494, -0.0969)  0.1111
H (-6.8097, -1.8356, 2.6104)  0.0921
H (3.2858, -2.6849, -1.6598)  0.1607
H (-5.1254, -1.3418, 2.9098)  0.0948
H (2.9493, -0.9544, 1.8946)  0.1464
H (1.6590, 2.9058, 0.7923)  0.1647
H (-0.4169, -0.6523, -2.0472)  0.1289
H (-3.4063, -1.6651, 1.3252)  0.1040
H (0.3269, 1.1970, 1.9383)  0.1115
H (0.0275, 0.8940, -2.8032)  0.1509
H (-5.4792, -2.6932, 1.7952)  0.0945
H (-6.1360, 0.8298, -0.8121)  0.1196
H (4.0388, 0.1175, 0.9945)  0.1386
H (-4.2729, 1.5730, -2.2787)  0.1211

Please write out number 3 again, unchanged.
ORCA calculation (the ωB97M-V functional and the def2-TZVPD basis) on a structure of composition C9H15F3NNaO2PS at a distorted geometry.

Results
Total charge: +1
Orbital gap in eV: 7.288
E_LUMO in eV: -4.845
Highest occupied orbital energy in eV: -12.133
E_tot in a.u.: -1758.24619

Last column: Löwdin charge in e.
Cartesian coordinates (Å):
S (-1.3836, 2.6421, 0.4589)  0.1936
P (0.3280, 1.7140, 0.3363)  0.4415
Na (2.5297, 4.2487, -0.7120)  0.7509
F (3.4137, 0.6632, 1.4065)  0.1760
F (3.8598, 2.7990, 0.9318)  0.1280
F (4.7170, 0.5083, -1.3068)  0.1181
O (-1.4961, -1.0698, -2.3978)  0.1240
O (-0.0441, -0.6524, -0.6944)  -0.0589
N (-2.1325, -1.5942, -0.2671)  0.1132
C (0.3058, 0.6318, -1.1836)  -0.4453
C (3.6660, 1.5601, 0.4838)  -0.3112
C (2.6589, 1.6027, -1.8702)  -0.1461
C (1.6274, 0.4656, -1.9789)  -0.1042
C (3.6980, 1.2551, -0.8563)  -0.2213
C (-1.2626, -1.0870, -1.2085)  -0.5149
C (-3.0935, -1.6331, 1.9699)  -0.2198
C (-1.8342, -1.3131, 1.1487)  -0.2180
C (-3.2932, -3.1612, 2.0684)  -0.0904
H (0.5894, 0.9596, 1.4958)  0.0184
H (1.3268, 2.7241, 0.2847)  -0.0765
H (-3.0697, -1.3028, -0.5063)  0.1498
H (-2.8939, -1.2320, 2.9601)  0.1055
H (-3.4662, -3.4915, 3.0890)  0.0692
H (-3.9377, -1.1214, 1.5158)  0.1067
H (-1.6099, -0.2617, 1.3381)  0.0643
H (-0.4449, 1.0312, -1.8589)  0.1187
H (1.3425, 0.4247, -3.0289)  0.1327
H (2.0662, -0.5038, -1.7689)  0.1408
H (2.2221, 2.5954, -1.7232)  0.0609
H (3.1751, 1.6505, -2.8302)  0.1335
H (-4.1627, -3.4498, 1.4859)  0.0710
H (-2.4000, -3.6801, 1.7363)  0.0683
H (-1.0014, -1.9224, 1.4819)  0.1214